No. 1
Formula: C4H6N2O2
Source: the OMol25 dataset
Level of theory: ωB97M-V/def2-TZVPD

Properties
Kohn-Sham gap	9.86	eV
relative energy (zero: lowest compared OMol25 entry of this formula, charge and spin)	3.198	eV
SMILES	CNn1ccc(=O)o1
LUMO	0.68	eV
E	-11317.8434	eV

```
14
C4H6N2O2, DFT ωB97M-V/def2-TZVPD
C 1.636 -0.698 0.669
N 1.457 -0.163 -0.688
N 0.134 0.215 -0.945
C -0.430 1.286 -0.243
C -1.695 1.032 0.127
C -1.990 -0.346 -0.257
O -2.895 -1.068 0.023
O -0.830 -0.840 -0.825
H 2.739 -0.739 0.888
H 1.213 -1.725 0.752
H 1.152 0.042 1.329
H 1.717 -0.854 -1.414
H 0.152 2.208 -0.143
H -2.360 1.650 0.729
```

No. 2
Formula: C31H45BrN2P2Zn
Source: the OMol25 dataset
Level of theory: ωB97M-V/def2-TZVPD

Properties
Kohn-Sham gap (alpha / beta)	3.17 / 3.18	eV
relative energy (zero: lowest compared OMol25 entry of this formula, charge and spin)	0.109	eV
LUMO (alpha / beta)	-8.63 / -8.63	eV
E	-172875.3871	eV
net charge	+2

```
82
C31H45BrN2P2Zn, DFT ωB97M-V/def2-TZVPD
C -0.610 6.869 -4.013
C -0.747 5.512 -4.409
C -1.105 5.257 -5.756
C -1.265 6.357 -6.617
N -1.117 7.625 -6.239
C -0.796 7.872 -4.972
C -0.570 4.465 -3.432
C -0.513 3.744 -2.443
C -0.836 2.991 -1.293
C 0.109 2.603 -0.327
C -0.188 1.535 0.511
C -1.541 1.106 0.587
C -2.516 1.545 -0.295
C -2.150 2.524 -1.199
Zn -0.210 -0.836 -0.674
P 1.853 -1.587 0.516
H -1.271 4.259 -6.180
H -0.363 7.178 -2.990
H -1.518 6.232 -7.666
H -0.679 8.919 -4.718
H -2.892 2.953 -1.853
H 1.080 3.068 -0.241
H -3.537 1.167 -0.267
H 0.609 1.040 1.132
C 2.362 -2.978 1.681
C 3.373 -3.994 1.180
H 1.428 -3.464 1.995
H 2.794 -2.484 2.572
H 3.475 -4.800 1.922
H 3.063 -4.443 0.230
H 4.377 -3.566 1.066
C 2.645 -1.829 -1.139
C 3.406 -0.631 -1.704
H 1.818 -2.047 -1.842
H 3.286 -2.733 -1.116
H 3.322 -0.651 -2.797
H 2.991 0.329 -1.363
H 4.470 -0.682 -1.436
C 3.015 -0.383 1.336
C 4.483 -0.784 1.425
H 2.603 -0.271 2.358
H 2.899 0.559 0.790
H 5.063 0.105 1.710
H 4.688 -1.534 2.193
H 4.891 -1.151 0.477
Br -1.950 -0.174 2.018
P -2.208 -3.013 -1.326
C -0.459 -3.452 -1.433
C -0.177 -4.882 -1.895
H -0.029 -3.349 -0.430
H -0.017 -2.749 -2.167
H 0.884 -4.958 -2.177
H -0.411 -5.578 -1.081
H -0.810 -5.127 -2.760
C -2.865 -3.035 0.343
C -4.293 -3.588 0.461
H -2.804 -2.022 0.743
H -2.169 -3.626 0.938
H -4.569 -3.665 1.521
H -4.989 -2.918 -0.070
H -4.344 -4.583 -0.005
C -2.576 -1.439 -2.229
C -2.900 -1.650 -3.717
H -1.687 -0.748 -2.143
H -3.426 -0.963 -1.711
H -3.289 -0.709 -4.131
H -1.998 -1.945 -4.268
H -3.651 -2.437 -3.849
N 0.174 1.448 3.714
C 0.093 1.093 5.017
C 1.285 0.947 5.760
C 1.235 0.551 7.093
C 0.007 0.366 7.749
C -1.182 0.463 6.988
C -1.146 0.861 5.655
H 1.031 1.819 3.312
H -0.566 1.132 3.095
H 2.224 1.111 5.245
H 2.167 0.423 7.649
H -0.037 0.147 8.827
H -2.149 0.281 7.479
H -2.075 1.003 5.081
```

No. 3
Formula: C2H8S4
Source: the OMol25 dataset
Level of theory: ωB97M-V/def2-TZVPD

Properties
Kohn-Sham gap	8.57	eV
relative energy (zero: lowest compared OMol25 entry of this formula, charge and spin)	0.539	eV
SMILES	CSS.CSS
LUMO	0.42	eV
E	-45544.2016	eV

```
14
C2H8S4, DFT ωB97M-V/def2-TZVPD
C 2.012 0.459 1.225
S 2.420 -0.570 -0.173
S 1.895 0.455 -1.823
H 2.702 1.295 1.351
H 2.122 -0.163 2.115
H 1.002 0.865 1.185
H 0.592 0.086 -1.942
C -2.259 0.387 -0.555
S -2.490 -1.413 -0.720
S -0.813 -2.341 0.143
H -1.944 0.791 -1.513
H -1.549 0.569 0.245
H -3.232 0.812 -0.332
H -0.460 -1.232 0.792
```